The following is a DFT calculation (the ωB97M-V functional and the def2-TZVPD basis) of a cluster of 9 separate species, C30H48O27 in total in a non-equilibrium geometry.

As for the gap between HOMO and LUMO: 10.62 eV. The value obtained for the strongest force on any atom is 0.0991 hartree/bohr. The value obtained for the energy is -3203.47473 Eh. The molecular weight is 840.687 g mol⁻¹. The HOMO energy is -10.23 eV. As for the SMILES: CCOC(=O)OC.CCOC(=O)OC.CCOC(=O)OC.O=C1OCCO1.O=C1OCCO1.O=C1OCCO1.O=C1OCCO1.O=C1OCCO1.O=C1OCCO1.

Geometry as XYZ:
```
105
C30H48O27 the ωB97M-V functional and the def2-TZVPD basis
C 13.12 -20.08 -1.85
C 12.41 -21.26 -1.17
O 11.59 -21.00 0.01
C 10.41 -20.46 -0.21
O 9.84 -20.28 -1.26
O 10.01 -20.15 1.02
C 8.61 -19.69 1.01
H 13.69 -19.54 -1.07
H 12.46 -19.34 -2.36
H 13.91 -20.44 -2.51
H 13.24 -21.94 -0.86
H 11.79 -21.83 -1.89
H 8.06 -20.37 0.40
H 8.54 -18.69 0.54
H 8.28 -19.67 2.04
C 15.02 -22.89 -6.18
C 14.32 -23.28 -4.88
O 15.40 -23.55 -3.93
C 15.01 -24.05 -2.76
O 14.02 -24.75 -2.60
O 15.88 -23.75 -1.80
C 15.61 -24.27 -0.50
H 15.70 -22.10 -6.09
H 14.26 -22.49 -6.83
H 15.50 -23.77 -6.57
H 13.85 -24.23 -5.07
H 13.71 -22.43 -4.52
H 14.64 -24.00 -0.10
H 16.40 -24.00 0.16
H 15.65 -25.36 -0.52
C 11.27 -19.81 -7.92
C 11.88 -19.77 -6.52
O 12.44 -18.51 -6.32
C 12.29 -17.93 -5.14
O 11.60 -18.39 -4.21
O 12.94 -16.80 -5.12
C 12.79 -16.06 -3.90
H 10.79 -18.86 -8.15
H 10.50 -20.55 -8.02
H 12.01 -19.98 -8.76
H 12.62 -20.56 -6.48
H 11.05 -19.96 -5.78
H 13.12 -16.71 -3.10
H 11.74 -15.77 -3.71
H 13.45 -15.21 -4.03
C 8.77 -23.41 -0.18
C 8.70 -24.00 -1.61
O 9.04 -25.39 -1.31
C 8.84 -25.71 -0.06
O 8.91 -26.77 0.47
O 8.57 -24.54 0.65
H 7.99 -22.72 0.08
H 9.70 -22.88 0.01
H 9.41 -23.56 -2.28
H 7.71 -23.97 -2.11
C 11.16 -23.97 3.68
C 9.65 -23.99 3.75
O 9.28 -22.56 3.88
C 10.36 -21.81 3.75
O 10.35 -20.63 3.69
O 11.51 -22.55 3.78
H 11.68 -24.35 2.80
H 11.55 -24.47 4.52
H 9.32 -24.39 4.69
H 9.17 -24.41 2.81
C 13.47 -20.06 2.40
C 13.13 -18.58 2.53
O 12.87 -18.46 3.92
C 13.43 -19.40 4.55
O 13.65 -19.34 5.75
O 13.81 -20.42 3.73
H 14.28 -20.17 1.70
H 12.63 -20.71 2.12
H 12.20 -18.35 2.05
H 13.92 -17.84 2.24
C 9.19 -23.82 -7.14
C 8.59 -24.64 -5.93
O 9.27 -24.06 -4.86
C 10.37 -23.40 -5.24
O 11.20 -22.87 -4.55
O 10.44 -23.33 -6.62
H 8.59 -22.93 -7.30
H 9.44 -24.40 -8.04
H 8.84 -25.71 -6.05
H 7.51 -24.50 -5.78
C 8.76 -20.15 -4.79
C 7.99 -19.67 -3.55
O 7.41 -20.90 -3.08
C 7.34 -21.79 -4.07
O 6.66 -22.79 -4.07
O 8.02 -21.32 -5.16
H 9.75 -20.50 -4.44
H 8.83 -19.42 -5.61
H 7.27 -18.94 -3.87
H 8.53 -19.31 -2.69
C 9.96 -17.76 4.82
C 8.48 -18.19 4.63
O 8.11 -17.34 3.49
C 9.25 -16.89 2.84
O 9.28 -16.39 1.76
O 10.32 -17.16 3.62
H 10.60 -18.58 5.11
H 9.99 -17.02 5.64
H 7.86 -17.89 5.42
H 8.27 -19.24 4.43
```

The following is a DFT calculation (the ωB97M-V functional and the def2-TZVPD basis) of an isolated molecule of C2H5N3O in a non-equilibrium geometry.

As for the gap between HOMO and LUMO: 9.31 eV. The value obtained for the strongest force on any atom is 0.0392 hartree/bohr. The value obtained for the energy is -318.66954 Eh. The molecular weight is 87.082 g mol⁻¹. The HOMO energy is -8.51 eV. As for the SMILES: N/C=N/N=C/O.

Geometry as XYZ:
```
11
C2H5N3O the ωB97M-V functional and the def2-TZVPD basis
N 1.39 2.08 -0.20
C -1.21 -1.35 0.30
C 0.99 0.78 -0.28
O -1.74 -2.52 -0.08
N 0.05 -1.14 0.26
N 0.36 0.16 0.66
H -2.71 -2.50 -0.03
H 1.40 2.44 0.75
H 2.19 2.34 -0.75
H -1.97 -0.61 0.62
H 1.24 0.31 -1.25
```

The following is a DFT calculation (the ωB97M-V functional and the def2-TZVPD basis) of a cluster of 2 separate species, C14H16 in total in a non-equilibrium geometry.

As for the gap between HOMO and LUMO: 9.84 eV. The value obtained for the strongest force on any atom is 0.0245 hartree/bohr. The value obtained for the energy is -543.05108 Eh. The molecular weight is 184.282 g mol⁻¹. The HOMO energy is -8.96 eV. As for the SMILES: Cc1ccccc1.Cc1ccccc1.

Geometry as XYZ:
```
30
C14H16 the ωB97M-V functional and the def2-TZVPD basis
C 0.10 -2.25 -0.17
C 3.76 -2.14 0.80
C 2.38 -2.16 0.90
C 4.39 -2.02 -0.43
C 1.60 -2.12 -0.26
C 3.61 -1.86 -1.57
C 2.23 -2.00 -1.50
H 4.34 -2.31 1.70
H 1.79 -2.17 1.81
H 5.45 -2.11 -0.55
H 4.09 -1.56 -2.49
H -0.15 -3.05 0.52
H -0.32 -2.42 -1.15
H 1.66 -2.11 -2.40
H -0.31 -1.30 0.17
C -4.72 1.49 -0.40
C -0.98 2.02 -0.43
C -0.70 2.45 0.87
C -2.25 1.66 -0.84
C -3.33 1.92 0.01
C -1.78 2.65 1.71
C -3.08 2.46 1.27
H -0.15 2.05 -1.12
H 0.32 2.63 1.18
H -2.31 1.08 -1.75
H -1.62 2.86 2.76
H -5.48 2.22 -0.14
H -4.91 0.49 -0.03
H -3.95 2.59 1.89
H -4.72 1.32 -1.48
```

The following is a DFT calculation (the ωB97M-V functional and the def2-TZVPD basis) of a cluster of 3 separate species, C28H40F2N2O7PS2 in total in a non-equilibrium geometry.

The multiplicity is 2. As for the gap between HOMO and LUMO (spin up / spin down): 9.12 / 8.35 eV. The value obtained for the strongest force on any atom is 0.1722 hartree/bohr. The value obtained for the energy is -3064.17210 Eh. The molecular weight is 649.739 g mol⁻¹. The HOMO energy (spin up / spin down) is -9.03 / -9.02 eV.

Geometry as XYZ:
```
82
C28H40F2N2O7PS2 the ωB97M-V functional and the def2-TZVPD basis
C -0.73 4.26 0.60
C 0.19 5.62 0.38
C 1.14 5.34 -0.96
O 0.24 4.72 -1.97
C 1.00 3.69 -2.76
O 1.74 4.11 -3.80
C 0.97 2.07 -2.36
S -0.70 1.36 -2.80
C -0.81 -0.49 -2.38
P 0.30 -1.49 -3.63
N 1.89 -1.21 -3.39
O -0.21 -1.16 -5.29
O -0.01 -3.19 -3.29
C -2.35 -0.94 -2.71
C -3.21 -1.36 -1.37
C -4.78 -0.85 -1.67
C -3.29 -2.99 -1.31
N -2.80 -0.67 -0.10
O -3.07 0.66 -0.19
C -1.37 -0.91 0.30
C -1.13 -2.29 1.21
C -0.97 0.34 1.34
C -0.26 -0.87 -0.89
O -0.61 6.85 0.23
C -1.84 6.81 1.06
O -1.89 6.94 2.39
C -3.29 6.58 0.26
S -2.95 6.99 -1.57
H -0.03 3.36 0.29
H -1.69 4.27 -0.11
H -1.13 4.17 1.70
H 0.91 5.68 1.31
H 1.57 6.38 -1.31
H 2.00 4.55 -0.72
H 1.13 2.05 -1.18
H 1.89 1.52 -2.83
H 2.29 -0.84 -4.27
H -0.90 -1.89 -5.45
H 0.55 -3.44 -2.49
H -2.93 -0.02 -3.20
H -2.36 -1.79 -3.54
H -5.27 -1.54 -2.50
H -4.81 0.25 -2.10
H -5.38 -0.89 -0.64
H -3.93 -3.43 -0.44
H -2.17 -3.40 -1.32
H -3.75 -3.35 -2.35
H -0.87 -3.15 0.42
H -0.17 -2.21 1.90
H -2.10 -2.64 1.76
H -0.02 0.01 1.97
H -1.85 0.53 2.11
H -0.70 1.33 0.76
H 0.57 -0.08 -0.61
H 0.29 -1.91 -0.96
H -3.59 5.45 0.42
H -4.11 7.25 0.74
H -3.60 5.97 -2.31
F 1.52 -2.33 3.63
C 1.42 -3.58 4.10
C 0.52 -3.86 5.12
C 0.41 -5.16 5.60
C 1.23 -6.17 5.07
C 2.14 -5.87 4.05
C 2.23 -4.57 3.56
H -0.10 -3.07 5.52
H -0.30 -5.40 6.39
H 1.15 -7.18 5.45
H 2.77 -6.66 3.65
H 2.93 -4.33 2.77
F 2.20 -2.32 -0.38
C 3.30 -1.66 0.00
C 4.17 -1.16 -0.96
C 5.32 -0.47 -0.56
C 5.58 -0.30 0.80
C 4.71 -0.81 1.76
C 3.56 -1.49 1.36
H 3.95 -1.32 -2.01
H 6.00 -0.08 -1.31
H 6.48 0.23 1.11
H 4.92 -0.67 2.82
H 2.86 -1.88 2.09
```

The following is a DFT calculation (the ωB97M-V functional and the def2-TZVPD basis) of an isolated molecule of C4H6N4 in a non-equilibrium geometry.

As for the gap between HOMO and LUMO: 9.77 eV. The value obtained for the strongest force on any atom is 0.1176 hartree/bohr. The value obtained for the energy is -374.98693 Eh. The molecular weight is 110.120 g mol⁻¹. The HOMO energy is -9.04 eV. As for the SMILES: [H]/N=C(\N)n1ccnc1.

Geometry as XYZ:
```
14
C4H6N4 the ωB97M-V functional and the def2-TZVPD basis
N -2.29 0.43 0.67
N 0.71 -2.14 -0.31
C -1.55 -0.53 0.29
C 0.78 -0.87 -0.28
C -1.66 1.67 0.56
C -0.36 1.31 0.14
N 2.10 -0.43 -0.56
N -0.34 -0.03 -0.04
H 1.52 -2.69 -0.55
H -1.88 -1.61 0.36
H -2.07 2.63 0.66
H 0.28 2.22 0.00
H 2.10 0.41 -1.11
H 2.67 -0.37 0.18
```

The following is a DFT calculation (the ωB97M-V functional and the def2-TZVPD basis) of a structure of composition C20H37B3ClN5O4S in a non-equilibrium geometry.

As for the gap between HOMO and LUMO: 9.69 eV. The value obtained for the strongest force on any atom is 0.0387 hartree/bohr. The value obtained for the energy is -2292.24297 Eh. The molecular weight is 511.503 g mol⁻¹. The HOMO energy is -9.50 eV.

Geometry as XYZ:
```
71
C20H37B3ClN5O4S the ωB97M-V functional and the def2-TZVPD basis
C -1.15 -3.04 1.73
C -1.03 -4.24 0.78
N -0.48 -3.83 -0.52
B 0.90 -4.15 -0.70
O 1.50 -5.38 -0.38
B 2.56 -5.18 0.47
S 2.85 -6.51 1.70
O 3.30 -4.02 0.46
B 2.60 -2.92 -0.02
C 2.57 -1.49 0.65
C 3.87 -0.86 1.01
O 3.99 0.11 1.71
Cl 5.35 -1.57 0.29
O 1.78 -3.15 -1.11
H -0.95 -2.12 1.21
H -2.12 -3.04 2.20
H -0.43 -3.12 2.55
H -0.36 -4.94 1.26
H -2.00 -4.69 0.69
H -1.07 -4.13 -1.29
H 4.18 -6.63 1.70
H 1.93 -1.55 1.52
H 2.10 -0.83 -0.06
C -3.67 -2.45 -3.43
C -3.80 -3.96 -3.56
C -4.89 -4.56 -2.65
C -4.58 -4.35 -1.24
N -4.33 -4.16 -0.14
H -3.38 -2.17 -2.41
H -2.91 -2.07 -4.11
H -4.61 -1.95 -3.66
H -2.84 -4.44 -3.35
H -4.05 -4.21 -4.60
H -4.98 -5.63 -2.84
H -5.85 -4.10 -2.88
C -2.72 2.25 2.19
C -1.49 1.54 2.74
C -0.38 1.38 1.70
C -0.80 0.55 0.57
N -1.15 -0.10 -0.31
H -3.17 1.67 1.37
H -3.48 2.37 2.96
H -2.46 3.24 1.81
H -1.77 0.56 3.14
H -1.09 2.11 3.58
H 0.50 0.93 2.16
H -0.08 2.36 1.32
C 6.73 4.51 0.58
C 6.54 3.53 1.74
C 5.07 3.15 1.96
C 4.25 4.30 2.34
N 3.62 5.21 2.64
H 6.22 5.45 0.78
H 7.79 4.73 0.44
H 6.34 4.09 -0.35
H 6.95 3.95 2.65
H 7.10 2.61 1.53
H 5.00 2.40 2.75
H 4.66 2.70 1.06
C -1.73 5.29 -2.69
C -2.03 4.29 -1.58
C -3.52 3.95 -1.47
C -4.33 5.11 -1.12
N -4.97 6.03 -0.85
H -2.24 6.24 -2.52
H -0.66 5.49 -2.75
H -2.06 4.91 -3.66
H -1.67 4.69 -0.63
H -1.48 3.37 -1.77
H -3.66 3.18 -0.71
H -3.88 3.53 -2.41
```

The following is a DFT calculation (the ωB97M-V functional and the def2-TZVPD basis) of a cluster of 3 separate species, C32H28BrO7P2 in total in a non-equilibrium geometry.

As for the gap between HOMO and LUMO: 7.79 eV. The value obtained for the strongest force on any atom is 0.0806 hartree/bohr. Its net charge is +1. The value obtained for the energy is -5019.47323 Eh. The molecular weight is 666.421 g mol⁻¹. The HOMO energy is -11.25 eV.

Geometry as XYZ:
```
70
C32H28BrO7P2 the ωB97M-V functional and the def2-TZVPD basis
C 7.54 -0.73 -2.24
C 6.14 -0.23 -2.67
Br 6.41 1.60 -3.43
C 5.47 -1.09 -3.82
P 3.79 -1.67 -3.21
C 2.68 -0.18 -3.23
P 1.00 -0.45 -2.48
O 0.92 -0.09 -1.02
O 0.45 -2.00 -2.71
O -0.06 0.51 -3.36
H 8.32 -0.41 -2.95
H 7.62 -1.83 -2.13
H 7.79 -0.24 -1.28
H 5.42 -0.19 -1.82
H 6.08 -1.92 -4.20
H 5.24 -0.41 -4.67
H 3.92 -2.22 -1.90
H 3.23 -2.61 -4.12
H 3.17 0.67 -2.70
H 2.56 0.16 -4.28
H -0.51 -1.93 -2.53
H 0.33 1.39 -3.30
C 0.36 0.64 3.46
C 0.80 0.62 2.14
C 1.49 1.70 1.61
C 1.73 2.82 2.40
C 1.27 2.86 3.72
C 0.59 1.76 4.25
C 1.47 4.07 4.56
O 1.07 4.10 5.70
C 2.16 5.24 3.96
C 2.31 6.40 4.72
C 2.97 7.50 4.18
C 3.49 7.43 2.89
C 3.34 6.28 2.13
C 2.66 5.18 2.66
C 2.48 3.97 1.83
O 2.93 3.91 0.70
H -0.17 -0.21 3.87
H 0.61 -0.25 1.52
H 1.84 1.68 0.59
H 0.24 1.78 5.27
H 1.91 6.45 5.72
H 3.08 8.40 4.76
H 4.01 8.29 2.47
H 3.74 6.24 1.13
C -2.59 -1.62 0.80
C -1.98 -2.48 -0.11
C -2.76 -3.36 -0.86
C -4.14 -3.37 -0.70
C -4.74 -2.52 0.22
C -3.96 -1.63 0.97
C -6.21 -2.55 0.44
O -6.74 -1.81 1.24
C -7.02 -3.52 -0.33
C -8.39 -3.61 -0.10
C -9.16 -4.51 -0.83
C -8.57 -5.31 -1.80
C -7.20 -5.23 -2.03
C -6.42 -4.34 -1.29
C -4.96 -4.29 -1.52
O -4.44 -5.00 -2.37
H -1.98 -0.93 1.38
H -0.91 -2.48 -0.23
H -2.29 -4.03 -1.57
H -4.43 -0.96 1.68
H -8.86 -2.99 0.65
H -10.23 -4.58 -0.65
H -9.17 -6.00 -2.38
H -6.74 -5.86 -2.78
```

Question: Among the records above, which one has the highest energy?
Answer: C2H5N3O